Record 1
Here is C6H12AlF4N2O14S4 as an isolated structure in a non-equilibrium geometry from the OMol25 dataset. Energies are from ωB97M-V/def2-TZVPD.

The geometry in ORCA input format:
```
! wB97M-V def2-TZVPD RIJCOSX def2/J DEFGRID3
* xyz 1 1
Al 12.896 11.187 -17.096
N 12.287 8.615 -16.160
S 11.229 8.188 -15.094
O 11.675 7.904 -13.770
O 10.160 7.381 -15.596
F 10.605 9.648 -14.915
S 13.103 7.122 -16.080
O 12.370 5.907 -16.316
O 14.241 7.139 -15.209
F 13.899 7.390 -17.448
N 11.175 13.427 -16.968
S 9.453 13.311 -16.777
O 8.702 13.502 -17.969
O 8.941 13.723 -15.494
F 9.526 11.729 -16.688
S 11.299 14.914 -17.314
O 10.965 15.710 -16.155
O 10.989 15.313 -18.648
F 12.883 15.024 -17.192
C 17.106 8.741 -15.857
O 17.081 9.709 -14.777
C 15.941 10.379 -14.622
O 15.084 10.477 -15.470
O 15.833 10.945 -13.442
C 16.862 10.740 -12.469
H 16.942 9.168 -16.843
H 16.351 8.000 -15.607
H 18.106 8.320 -15.820
H 17.325 9.756 -12.444
H 16.571 11.063 -11.474
H 17.732 11.350 -12.730
C 12.868 10.634 -11.948
O 11.844 11.600 -12.197
C 11.658 11.991 -13.436
O 12.300 11.614 -14.404
O 10.660 12.820 -13.570
C 9.770 13.145 -12.488
H 12.711 9.624 -12.325
H 12.991 10.558 -10.870
H 13.776 11.056 -12.380
H 9.218 14.009 -12.846
H 10.295 13.472 -11.590
H 9.129 12.333 -12.151
*
```

Summary:
ΔE to the lowest compared entry with this formula, charge and spin (kcal/mol): 39.7
LUMO level (Ha): -0.3961

---

Record 2
Here is an isolated ion of composition C10H14FN4O3 and charge +1 in a non-equilibrium geometry from the OMol25 dataset. Energies are from ωB97M-V/def2-TZVPD.

The geometry in ORCA input format:
```
! wB97M-V def2-TZVPD RIJCOSX def2/J DEFGRID3
* xyz 1 1
N -1.113 -2.025 3.137
C -1.144 -1.655 1.665
N -0.234 -2.625 0.988
N -2.577 -1.740 1.264
C -0.653 -0.111 1.590
C 0.024 0.312 0.209
C -0.519 -0.303 -1.138
C 0.134 0.040 -2.518
C -0.324 -0.559 -3.919
O -0.014 -1.741 -4.194
O -1.035 0.181 -4.916
C 1.321 1.045 -2.502
C 1.782 1.608 -1.133
N 1.140 1.260 0.140
C 1.717 1.949 1.349
C 1.646 3.545 1.022
O 2.499 4.287 1.535
F 0.631 4.134 0.220
H -0.092 -2.152 3.321
H -1.369 -1.193 3.698
H -0.735 -2.928 0.128
H -0.168 -3.490 1.564
H -2.706 -1.920 0.260
H -2.986 -2.494 1.836
H -0.012 0.075 2.518
H -1.612 0.532 1.703
H -1.395 -1.042 -1.178
H -0.657 -0.180 -5.763
H 1.845 1.375 -3.462
H 2.683 2.330 -1.167
H 1.101 1.813 2.297
H 2.819 1.673 1.443
*
```

Summary:
SMILES: NC(N)(N)Cc1cc(C(=O)O)cc[n+]1CC(=O)F
LUMO level (Ha): -0.1946

---

Record 3
Here is a 2-piece molecular cluster, C5H6N3O2 overall in a non-equilibrium geometry from the OMol25 dataset. Energies are from ωB97M-V/def2-TZVPD.

The geometry in ORCA input format:
```
! wB97M-V def2-TZVPD RIJCOSX def2/J DEFGRID3
* xyz 1 1
C 2.087 0.145 -2.282
C 3.443 0.498 -2.220
C 1.623 0.286 -0.940
C 0.362 0.002 -0.439
C -3.695 -0.168 1.619
N 2.653 0.742 -0.203
N -1.640 -0.870 2.232
N -0.741 -0.125 -0.176
O 3.703 0.927 -0.943
O -2.950 -0.831 2.364
H 1.470 -0.163 -3.065
H 4.336 0.579 -2.853
H -3.404 0.343 0.710
H -4.707 -0.224 1.758
H -1.250 -0.748 3.156
H -1.289 -0.392 1.282
*
```

Summary:
ΔE to the lowest compared entry with this formula, charge and spin (kcal/mol): 110.2
LUMO level (spin up / spin down) (Ha): -0.2065 / -0.2065

---

Record 4
Here is C37H46N4RhS4Sb as an isolated structure from the OMol25 dataset. Energies are from ωB97M-V/def2-TZVPD.

The geometry in ORCA input format:
```
! wB97M-V def2-TZVPD RIJCOSX def2/J DEFGRID3
* xyz 2 5
Rh -0.691 -0.044 -0.207
C -3.889 -3.070 -4.262
C -3.359 -3.814 -3.050
N -2.036 -3.343 -2.620
C -1.784 -2.216 -1.969
S -0.132 -1.784 -1.630
N -2.863 -1.465 -1.624
N -2.524 -0.450 -0.865
C -3.565 0.456 -0.464
C -4.959 0.291 -0.947
C -3.126 1.449 0.404
C -4.007 2.413 0.961
C -3.518 3.404 1.770
C -2.147 3.452 2.037
C -1.323 2.472 1.506
N -1.765 1.486 0.723
H -4.832 -3.514 -4.578
H -3.189 -3.136 -5.097
H -4.067 -2.018 -4.031
H -3.242 -4.872 -3.276
H -4.038 -3.727 -2.204
H -1.231 -3.905 -2.854
H -4.979 -0.316 -1.850
H -5.425 1.254 -1.150
H -5.573 -0.223 -0.201
H -5.065 2.344 0.751
H -4.187 4.136 2.202
H -1.720 4.217 2.671
H -0.266 2.462 1.729
C -0.649 4.392 -3.065
C -1.429 3.350 -2.272
S -0.401 1.862 -2.243
C -0.778 1.156 -3.878
C 0.425 0.412 -4.483
S 1.951 0.651 -3.555
C 2.591 2.169 -4.282
C 1.630 3.357 -4.411
S 1.110 4.021 -2.816
H -0.842 5.404 -2.712
H -0.861 4.368 -4.131
H -2.420 3.133 -2.674
H -1.540 3.639 -1.225
H -1.104 1.975 -4.518
H -1.633 0.496 -3.718
H 0.582 0.713 -5.519
H 0.253 -0.662 -4.470
H 2.974 1.949 -5.280
H 3.452 2.422 -3.660
H 0.741 3.103 -4.984
H 2.147 4.158 -4.942
C 3.899 -0.604 -0.835
C 4.351 -0.738 0.596
C 5.704 -0.873 0.899
C 6.137 -1.002 2.210
C 5.222 -0.993 3.253
C 3.870 -0.852 2.973
C 3.442 -0.729 1.653
Sb 1.345 -0.557 1.399
C 1.168 0.853 3.000
C 1.925 1.992 2.709
C 1.942 3.087 3.557
C 1.196 3.045 4.727
C 0.456 1.914 5.030
C 0.427 0.800 4.185
C -0.414 -0.383 4.589
C 0.474 -2.418 1.917
C -0.918 -2.335 2.023
C -1.696 -3.452 2.266
C -1.066 -4.681 2.409
C 0.310 -4.771 2.282
C 1.112 -3.656 2.021
C 2.596 -3.870 1.850
H 4.737 -0.687 -1.526
H 3.420 0.366 -0.996
H 3.170 -1.374 -1.106
H 6.427 -0.881 0.091
H 7.194 -1.109 2.418
H 5.556 -1.092 4.278
H 3.160 -0.834 3.792
H 2.529 2.026 1.804
H 2.544 3.955 3.318
H 1.209 3.882 5.413
H -0.105 1.879 5.957
H -0.672 -0.330 5.645
H 0.095 -1.331 4.417
H -1.350 -0.409 4.026
H -1.415 -1.366 1.949
H -2.772 -3.366 2.356
H -1.648 -5.570 2.616
H 0.789 -5.739 2.378
H 2.789 -4.905 1.573
H 3.144 -3.665 2.771
H 3.021 -3.234 1.075
*
```

Summary:
⟨S²⟩: 6.045
LUMO level (spin up / spin down) (Ha): -0.1690 / -0.3020

---

Record 5
Here is a 5-piece molecular cluster, C31H55NO16P overall in a non-equilibrium geometry from the OMol25 dataset. Energies are from ωB97M-V/def2-TZVPD.

The geometry in ORCA input format:
```
! wB97M-V def2-TZVPD RIJCOSX def2/J DEFGRID3
* xyz -1 1
C -5.056 -1.948 1.726
C -3.645 -2.383 1.151
O -3.296 -3.524 1.346
N -2.810 -1.459 0.366
C -3.631 -1.088 -0.757
C -3.440 -1.971 -2.068
O -4.481 -0.222 -0.825
P -2.212 -0.092 1.414
C -1.514 0.943 -0.032
C -0.323 0.373 -0.873
O -0.522 -0.931 -1.488
C 0.734 -1.524 -1.561
O 1.496 -1.366 -2.477
C -0.509 -0.968 1.771
C -0.468 -1.633 3.213
C -0.608 -3.194 3.185
C -1.574 -3.916 4.035
C -1.623 -5.366 3.936
C -0.776 -6.164 3.068
C 0.199 -5.454 2.244
C 0.269 -3.993 2.315
H -5.870 -2.657 1.448
H -5.261 -0.887 1.421
H -4.907 -1.911 2.842
H -3.318 -1.349 -2.984
H -2.512 -2.591 -1.928
H -4.307 -2.682 -2.117
H -3.500 0.600 1.405
H -2.724 -0.836 2.575
H -1.770 0.933 2.356
H -2.292 1.350 -0.744
H -1.097 1.881 0.447
H 0.679 0.394 -0.349
H -0.181 1.094 -1.736
H 1.022 -2.182 -0.689
H -0.304 -1.770 1.020
H 0.289 -0.169 1.798
H 0.582 -1.457 3.600
H -1.148 -1.145 3.954
H -2.219 -3.302 4.696
H -2.375 -5.908 4.565
H -0.823 -7.273 2.985
H 0.880 -5.996 1.541
H 1.050 -3.522 1.665
C 0.889 7.639 -2.468
C 0.483 6.835 -1.249
O 0.262 5.463 -1.592
C 1.365 4.712 -1.700
O 2.499 5.087 -1.531
O 0.991 3.478 -2.050
C 2.079 2.580 -2.270
H 0.163 7.509 -3.273
H 0.961 8.701 -2.225
H 1.855 7.309 -2.854
H -0.462 7.214 -0.858
H 1.220 6.921 -0.448
H 2.756 2.561 -1.416
H 2.616 2.858 -3.178
H 1.666 1.583 -2.404
C 8.073 0.162 -2.489
C 8.237 -1.319 -2.764
O 7.056 -2.040 -2.401
C 6.059 -2.000 -3.297
O 6.082 -1.427 -4.357
O 5.030 -2.689 -2.801
C 3.862 -2.672 -3.629
H 7.768 0.329 -1.453
H 9.008 0.696 -2.673
H 7.298 0.596 -3.123
H 9.046 -1.718 -2.149
H 8.502 -1.507 -3.806
H 4.095 -2.986 -4.647
H 3.418 -1.680 -3.625
H 3.145 -3.373 -3.206
C 0.135 7.521 -9.146
C -0.494 7.072 -7.843
O -0.317 8.062 -6.821
C -1.171 9.089 -6.860
O -2.059 9.247 -7.659
O -0.854 9.928 -5.865
C -1.647 11.113 -5.831
H 1.180 7.798 -8.991
H 0.085 6.726 -9.892
H -0.372 8.400 -9.545
H 0.002 6.168 -7.489
H -1.551 6.830 -7.969
H -2.711 10.877 -5.828
H -1.399 11.753 -6.680
H -1.407 11.644 -4.912
C -0.360 -5.430 9.925
C -0.188 -6.918 9.696
O -1.380 -7.632 10.048
C -2.349 -7.618 9.125
O -2.299 -7.074 8.054
O -3.397 -8.297 9.612
C -4.534 -8.300 8.750
H -0.693 -5.235 10.947
H 0.578 -4.901 9.751
H -1.118 -5.015 9.258
H 0.604 -7.298 10.343
H 0.105 -7.134 8.667
H -4.271 -8.638 7.748
H -4.977 -7.303 8.714
H -5.264 -8.991 9.169
*
```

Summary:
LUMO level (Ha): 0.0720

---

Record 6
Here is C8H5N2O5Rh as an isolated structure in a non-equilibrium geometry from the OMol25 dataset. Energies are from ωB97M-V/def2-TZVPD.

The geometry in ORCA input format:
```
! wB97M-V def2-TZVPD RIJCOSX def2/J DEFGRID3
* xyz 2 5
O -5.246 1.434 -4.153
C -4.561 0.730 -3.585
Rh -0.595 -0.257 -1.240
C 0.257 -1.654 -0.382
O 0.789 -2.523 0.153
C 0.731 1.004 -0.982
O 1.523 1.824 -0.848
C -1.479 0.407 0.241
O -2.050 0.859 1.129
C 0.084 -0.588 -2.928
O 0.477 -0.749 -3.994
H -1.323 0.935 -1.973
N 1.819 0.062 0.980
C 2.174 -0.020 2.271
C 1.068 -0.247 3.014
C 0.040 -0.303 2.109
N 0.460 -0.002 0.788
H 2.566 0.111 0.249
H 3.192 0.015 2.635
H 1.020 -0.431 4.079
H -0.946 -0.606 2.438
*
```

Summary:
⟨S²⟩: 6.017
ΔE to the lowest compared entry with this formula, charge and spin (kcal/mol): 133.5
LUMO level (spin up / spin down) (Ha): -0.3035 / -0.4598

---

no.,DFT total energy (Ha)
1,-3632.74177
2,-933.64849
3,-508.39718
4,-3599.47188
5,-2814.08462
6,-903.03030